{
  "formula": "C31H30N2O2",
  "method": "the ωB97M-V functional and the def2-TZVPD basis",
  "symbols": ["C", "H", "H", "H", "C", "C", "C", "C", "C", "H", "H", "H", "C", "N", "C", "O", "C", "C", "C", "C", "C", "C", "H", "H", "H", "H", "H", "H", "C", "C", "C", "C", "C", "C", "H", "H", "H", "H", "H", "H", "H", "H", "H", "C", "O", "N", "C", "C", "C", "C", "C", "C", "C", "C", "C", "C", "H", "H", "H", "H", "H", "H", "H", "H", "H"],
  "xyz": [[-1.601499, -1.071809, -1.594198], [-2.015331, -2.028362, -1.477743], [-2.390089, -0.577797, -2.442189], [-1.745373, -0.514039, -0.786831], [-0.189372, -1.306552, -2.318584], [0.896876, -1.485901, -0.996607], [2.098938, -2.506967, -0.989250], [0.687078, -2.656884, -0.098768], [-0.264230, -3.821244, -0.220634], [-0.322219, -3.954424, -1.317039], [-1.268120, -3.482338, 0.412135], [0.081948, -4.732382, 0.318812], [1.098861, -2.301912, 1.220880], [-0.227398, -1.617012, 2.034113], [-0.721665, -0.498167, 1.730341], [0.088874, 0.426287, 1.313823], [-1.824239, -0.170232, 2.337871], [-2.115942, 1.102585, 2.965219], [-3.553886, 1.534948, 3.455608], [-4.388401, 0.527720, 3.654636], [-4.279074, -0.859317, 2.990702], [-2.954058, -1.092639, 2.673234], [-2.894824, -2.018196, 2.129650], [-4.922335, -1.474982, 3.205940], [-5.683769, 0.690527, 3.939898], [-3.625945, 2.495401, 3.849993], [-1.288960, 1.784382, 2.759108], [-0.915405, -2.273826, 2.496789], [1.719221, -3.327422, 2.362106], [2.500611, -4.246850, 1.728128], [2.838947, -5.249789, 2.560245], [2.621084, -5.387154, 3.823487], [1.891352, -4.250882, 4.460452], [1.451885, -3.386128, 3.569513], [0.835044, -2.574525, 4.076804], [1.588362, -4.160381, 5.617397], [2.978300, -6.123714, 4.406424], [3.748192, -5.926864, 2.259643], [2.625808, -4.273002, 0.719231], [1.731367, -1.357009, 1.598852], [2.055766, -3.050862, -1.888555], [2.996665, -2.145899, -0.484237], [1.158609, -0.590507, -0.480108], [0.210231, 0.068355, -2.827591], [0.231001, 0.149780, -3.922979], [0.060574, 1.296567, -2.066099], [0.329321, 2.600606, -2.268216], [0.576631, 3.144639, -3.571965], [0.486026, 4.483505, -3.629900], [0.842288, 4.973363, -4.736572], [0.954461, 6.399110, -5.044960], [0.903816, 7.244415, -3.933396], [0.636487, 6.849057, -2.799592], [0.700913, 5.391764, -2.509242], [0.474087, 4.879273, -1.247370], [0.251211, 3.582062, -0.910134], [0.002571, 2.911126, -0.144871], [0.342656, 5.376514, -0.263456], [0.655356, 7.436646, -1.753113], [1.318008, 8.530022, -3.976080], [1.188299, 6.786089, -6.136584], [0.963249, 4.446867, -5.716433], [0.437197, 2.446006, -4.353482], [-0.050272, 0.906583, -0.819997], [-0.015763, -1.968228, -2.944263]],
  "forces_ev_per_angstrom": [[-1.001, -1.643, -8.044], [-0.732, -1.370, 0.612], [2.189, -1.153, 2.127], [0.435, 2.439, 3.490], [0.648, 8.736, 12.681], [-0.952, -1.855, -2.409], [-3.832, 1.683, 0.957], [3.598, -0.031, -0.864], [-1.368, 1.120, 1.251], [-0.968, -0.503, 0.698], [2.114, -0.979, -2.275], [0.035, 0.645, -0.660], [-0.260, 3.522, 9.062], [1.276, -7.893, -0.312], [8.838, 4.213, -2.348], [-1.850, -0.842, -1.021], [-12.635, 4.318, 7.337], [-1.373, -0.703, -2.290], [5.849, -2.401, -0.684], [-7.195, -3.071, -1.809], [9.858, 10.775, 1.643], [-0.223, -0.774, -3.493], [0.521, -1.045, 0.087], [-6.670, -6.659, 1.526], [4.294, 0.056, -0.370], [-0.370, 1.452, 0.408], [-0.490, 0.533, 0.566], [1.431, 0.748, -0.801], [-0.231, 1.592, -13.350], [-1.249, 0.140, 2.382], [6.132, -3.699, -4.306], [-3.820, 5.090, 5.399], [1.518, -5.192, 2.755], [-4.614, 4.785, 9.516], [0.544, -0.683, -1.101], [0.951, -0.431, -2.931], [1.301, -2.539, 1.691], [-2.142, 0.585, -0.290], [0.748, 0.069, -2.506], [-0.797, -1.718, -2.631], [0.719, -0.961, -0.747], [-0.260, -0.515, -0.360], [-0.375, 0.568, 0.082], [-2.547, 0.777, 9.675], [1.711, 1.325, -14.033], [-0.203, -5.224, 7.122], [0.377, 3.057, 0.606], [-2.209, -4.607, 5.554], [1.938, 0.754, 6.616], [1.380, 7.728, -11.920], [0.807, -1.999, -0.964], [3.064, 8.371, -8.455], [-0.219, -5.016, 12.443], [-3.137, 1.367, -1.822], [-0.950, -1.269, 4.761], [0.946, -3.051, -7.960], [-0.199, 0.290, 1.898], [0.496, 1.316, -1.127], [-0.064, -0.832, -2.830], [-1.740, -3.930, -0.434], [-0.439, -0.988, 2.595], [-0.245, -0.407, 1.296], [0.305, -0.104, -1.083], [0.528, 2.102, -4.546], [0.807, -6.068, -6.057]],
  "e_above_lowest_ev": 20.756,
  "homo_lumo_gap_ev": 6.79,
  "spin_multiplicity": 1,
  "lumo_energy_ev": -0.38
}

***

{
  "formula": "C31H30N6O6OsS",
  "method": "the ωB97M-V functional and the def2-TZVPD basis",
  "symbols": ["Os", "N", "C", "S", "N", "N", "C", "C", "C", "C", "C", "C", "C", "O", "H", "H", "H", "H", "H", "H", "H", "C", "O", "C", "C", "C", "C", "C", "C", "N", "C", "N", "C", "C", "C", "C", "C", "C", "O", "C", "N", "C", "C", "C", "C", "C", "C", "O", "C", "H", "H", "H", "H", "H", "H", "H", "H", "H", "H", "H", "H", "H", "H", "H", "H", "H", "H", "H", "H", "H", "H", "O", "C", "O", "H"],
  "xyz": [[0.973980, 0.832184, 1.720196], [-0.898261, -1.249587, 5.399942], [-0.432368, -0.411880, 4.414652], [0.987025, -0.955907, 3.561278], [-1.130276, 0.639764, 4.169181], [-0.699794, 1.430334, 3.102233], [-1.239669, 2.605824, 3.163056], [-1.050366, 3.744781, 2.314641], [-1.672919, 4.943112, 2.714556], [-1.543990, 6.099351, 1.987394], [-0.773790, 6.074760, 0.815797], [-0.160716, 4.921756, 0.392423], [-0.283528, 3.719257, 1.126396], [0.271095, 2.636276, 0.681464], [-0.219724, -1.864771, 5.813801], [-1.570361, -0.836884, 6.028555], [-1.913270, 2.750435, 4.005943], [-2.259438, 4.936808, 3.626526], [-2.022612, 7.012721, 2.311658], [-0.659275, 6.980728, 0.232734], [0.436783, 4.898303, -0.509821], [-2.326763, -5.649799, -1.432217], [-1.682217, -4.388929, -1.367557], [-1.059534, -3.941338, -2.492852], [-0.986719, -4.633954, -3.692270], [-0.343844, -4.065002, -4.780484], [0.202315, -2.805972, -4.679248], [0.117369, -2.101462, -3.481254], [-0.484591, -2.671664, -2.378792], [-0.626608, -2.025893, -1.135656], [0.209213, -1.123471, -0.560233], [1.473114, -1.130915, -0.994452], [2.516930, -0.228125, -0.725173], [2.523183, 0.668677, 0.334869], [3.652135, 1.506150, 0.442184], [4.704925, 1.420277, -0.440436], [4.690851, 0.496359, -1.484682], [3.592457, -0.321957, -1.626751], [3.437569, -1.263686, -2.610385], [4.517912, -1.457850, -3.504889], [-0.221970, -0.330821, 0.405033], [-1.651417, -0.347557, 0.597388], [-2.175645, -0.986558, 1.712247], [-3.541765, -1.034138, 1.939474], [-4.405875, -0.459983, 1.022914], [-3.899326, 0.120500, -0.129635], [-2.532042, 0.172210, -0.367354], [-2.150142, 0.570216, -1.617422], [-1.369711, 1.757395, -1.761689], [-2.767989, -5.811340, -0.453335], [-1.609383, -6.445876, -1.644334], [-3.111677, -5.650201, -2.192089], [-1.425636, -5.617090, -3.786194], [-0.285476, -4.613542, -5.710844], [0.682147, -2.351424, -5.535602], [0.512265, -1.096488, -3.412544], [-1.464519, -2.243638, -0.617296], [1.702746, -1.833141, -1.682849], [3.691018, 2.241808, 1.230911], [5.557719, 2.075806, -0.321924], [5.523699, 0.434923, -2.169658], [4.216603, -2.260052, -4.172777], [5.423910, -1.749011, -2.968638], [4.713134, -0.553612, -4.086100], [-1.487490, -1.465165, 2.393372], [-3.916940, -1.521831, 2.828955], [-5.475437, -0.484228, 1.186065], [-4.552524, 0.527560, -0.890227], [-1.364154, 1.972812, -2.828123], [-0.354254, 1.633234, -1.395150], [-1.832753, 2.587576, -1.223891], [3.701894, 2.679196, 4.167569], [2.850917, 1.893606, 3.855328], [2.113690, 2.031701, 2.753969], [2.640186, 0.968314, 4.412151]],
  "forces_ev_per_angstrom": [[0.119, 0.164, -0.494], [-0.024, 0.003, 0.036], [0.021, -0.093, -0.120], [-0.096, -0.184, 0.094], [-0.020, 0.035, 0.023], [0.006, 0.028, 0.119], [0.019, 0.007, -0.048], [-0.024, -0.015, 0.023], [-0.003, 0.009, -0.012], [-0.008, -0.004, 0.018], [0.007, -0.004, -0.006], [-0.012, 0.010, -0.006], [-0.038, 0.005, -0.048], [-0.211, -0.007, 0.090], [0.007, -0.002, 0.012], [0.013, 0.003, 0.003], [0.007, 0.001, -0.006], [-0.004, 0.004, 0.000], [-0.002, -0.001, 0.003], [0.000, 0.002, 0.002], [0.003, -0.004, 0.000], [0.002, 0.002, -0.006], [0.039, 0.006, -0.086], [-0.140, -0.298, 0.030], [-0.154, -0.135, 0.248], [0.017, -0.082, -0.124], [0.130, 0.289, -0.007], [0.126, 0.130, -0.252], [-0.016, 0.022, 0.180], [-0.006, 0.076, 0.035], [0.028, -0.116, -0.027], [0.036, -0.051, 0.059], [-0.037, -0.024, -0.015], [-0.001, -0.135, 0.108], [-0.038, 0.058, -0.012], [0.004, -0.014, -0.017], [-0.011, 0.000, 0.016], [0.005, 0.015, -0.011], [-0.004, -0.002, 0.011], [0.002, 0.006, -0.004], [0.054, 0.095, -0.091], [-0.003, 0.037, -0.095], [0.032, 0.032, 0.047], [0.018, 0.002, 0.025], [-0.016, 0.002, -0.018], [0.023, 0.033, 0.022], [-0.087, -0.014, 0.042], [0.158, -0.077, -0.007], [-0.055, 0.099, 0.051], [-0.001, -0.003, -0.002], [-0.008, -0.001, 0.003], [0.002, -0.006, 0.006], [-0.001, 0.021, 0.033], [-0.003, -0.003, -0.002], [0.007, 0.033, 0.030], [0.004, -0.004, -0.039], [-0.016, 0.000, -0.001], [0.008, -0.009, 0.007], [-0.010, -0.005, 0.019], [-0.001, -0.002, -0.002], [0.002, -0.002, 0.000], [0.001, 0.001, 0.000], [-0.002, -0.002, -0.002], [0.001, -0.002, 0.002], [0.032, 0.024, 0.057], [-0.008, 0.002, -0.004], [0.001, 0.001, 0.004], [-0.007, -0.001, 0.003], [0.011, 0.005, 0.008], [0.063, -0.010, 0.053], [0.019, 0.004, 0.005], [-0.094, 0.067, 0.088], [0.235, -0.221, -0.244], [-0.008, 0.118, 0.107], [-0.089, 0.084, 0.085]],
  "e_above_lowest_ev": 0.000,
  "homo_lumo_gap_ev": [6.81, 6.08],
  "spin_multiplicity": 5,
  "lumo_energy_ev": [0.40, -1.36]
}

***

{
  "formula": "C31H30NO4",
  "method": "the ωB97M-V functional and the def2-TZVPD basis",
  "symbols": ["C", "O", "C", "C", "C", "C", "C", "C", "C", "C", "N", "C", "C", "C", "C", "C", "C", "O", "C", "C", "O", "H", "H", "H", "H", "H", "H", "H", "H", "H", "H", "H", "H", "H", "H", "H", "H", "H", "H", "H", "C", "C", "C", "C", "C", "C", "C", "C", "C", "C", "C", "C", "O", "C", "C", "H", "H", "H", "H", "H", "H", "H", "H", "H", "H", "H"],
  "xyz": [[-2.363045, -5.442558, -0.155355], [-1.929180, -4.253711, 0.543996], [-0.822004, -3.571985, 0.160086], [-0.734342, -2.224488, 0.453072], [0.382560, -1.429181, 0.092573], [0.345679, -0.012323, 0.241398], [1.206190, 0.868697, -0.458177], [1.912316, 0.476568, -1.640719], [2.952995, 1.223089, -2.144653], [3.189635, 2.526700, -1.648706], [4.240529, 3.286122, -2.146372], [4.014540, 4.469267, -2.953249], [5.608555, 2.800397, -2.141233], [2.339038, 3.033102, -0.627696], [1.439696, 2.201551, -0.003816], [1.539032, -2.112800, -0.369730], [1.521322, -3.449529, -0.713616], [2.660103, -4.016678, -1.182510], [2.643713, -5.047678, -2.197465], [0.300301, -4.248441, -0.506672], [0.249663, -5.462100, -0.841452], [-3.219682, -5.784413, 0.427362], [-2.673667, -5.187904, -1.174887], [-1.557066, -6.179142, -0.170031], [-1.574878, -1.754586, 0.960790], [-0.294765, 0.390512, 1.019642], [1.662362, -0.465571, -2.121234], [3.586095, 0.838847, -2.948679], [2.939028, 4.669049, -3.028786], [4.517651, 5.337266, -2.504874], [4.428902, 4.323062, -3.964939], [5.689405, 1.912095, -1.502638], [5.948708, 2.556715, -3.159508], [6.269131, 3.584661, -1.741627], [2.476776, 4.065423, -0.296071], [0.893593, 2.542887, 0.875392], [2.480162, -1.577879, -0.493982], [3.676076, -5.399786, -2.225672], [1.953446, -5.843555, -1.906464], [2.366108, -4.619556, -3.168761], [-0.005738, 4.601405, 3.137075], [-0.144668, 3.379278, 3.810294], [-0.906197, 2.361934, 3.255186], [-1.528621, 2.511232, 1.980453], [-2.165205, 1.423902, 1.319951], [-2.572409, 0.228495, 2.008144], [-3.722800, -0.578907, 1.453633], [-3.933423, -1.864469, 1.989007], [-4.891159, -2.718895, 1.450558], [-5.699875, -2.285108, 0.390338], [-5.537482, -0.988693, -0.115638], [-4.559311, -0.139001, 0.415376], [-1.977585, -0.231483, 3.011808], [-1.435509, 3.790956, 1.349140], [-0.677947, 4.806201, 1.920430], [0.612294, 5.393458, 3.563691], [0.342076, 3.216955, 4.774136], [-1.010834, 1.406590, 3.763649], [-2.483162, 1.567407, 0.287008], [-3.323477, -2.195593, 2.830518], [-5.007791, -3.718678, 1.869780], [-6.451583, -2.951758, -0.033099], [-6.170313, -0.631139, -0.929663], [-4.431510, 0.874823, 0.034961], [-1.972145, 3.945117, 0.408918], [-0.610308, 5.773824, 1.419609]],
  "forces_ev_per_angstrom": [[0.275, 0.399, 0.411], [-0.160, -0.310, 0.037], [0.630, 1.235, -0.231], [-1.101, -1.283, 0.363], [0.291, 1.940, 0.548], [0.162, -2.704, 0.584], [1.403, 1.165, -1.147], [-0.338, -0.364, 0.830], [0.146, 0.866, 0.162], [-0.889, -0.724, 0.418], [0.705, 0.652, -0.197], [-0.015, -0.216, 0.358], [-0.504, -0.017, -0.038], [0.840, -0.074, -0.651], [-0.678, -0.799, 0.099], [0.778, -1.401, -1.329], [-0.886, 1.238, 0.197], [0.563, -0.383, -0.057], [-0.154, 0.290, 0.575], [0.038, -1.149, -0.320], [0.229, 1.287, 0.504], [0.010, 0.019, -0.154], [0.051, -0.079, 0.090], [-0.478, 0.082, -0.074], [0.218, -0.146, -0.218], [-0.319, 0.032, -0.438], [0.002, 0.188, 0.123], [-0.308, 0.161, 0.143], [0.299, -0.006, 0.014], [-0.113, 0.051, -0.153], [-0.150, 0.077, 0.067], [-0.010, 0.239, -0.201], [0.103, -0.084, 0.098], [-0.012, -0.172, -0.057], [0.001, -0.370, 0.015], [0.058, 0.028, -0.204], [-0.247, -0.180, 0.073], [-0.119, 0.018, -0.117], [0.279, 0.178, -0.272], [-0.011, -0.044, 0.119], [0.077, 0.131, 0.055], [-0.242, 0.363, -0.423], [0.120, 0.030, -0.060], [0.673, 0.293, -0.003], [-1.535, -0.890, 0.459], [0.790, 1.063, -0.631], [-0.267, -0.546, -0.176], [-0.119, 0.096, -0.181], [-0.226, 0.392, -0.152], [0.255, 0.164, 0.132], [0.184, -0.044, 0.219], [0.037, -0.345, 0.135], [-0.474, -0.106, 0.132], [0.171, -0.332, 0.400], [-0.002, -0.202, 0.189], [-0.183, -0.154, -0.122], [-0.087, 0.089, -0.250], [0.079, 0.261, -0.196], [-0.236, 0.164, 0.326], [-0.008, 0.209, -0.333], [-0.021, 0.209, -0.156], [0.157, 0.166, 0.075], [0.126, -0.130, 0.201], [-0.106, -0.315, 0.048], [0.231, -0.006, 0.230], [0.018, -0.202, 0.115]],
  "homo_lumo_gap_ev": 4.60,
  "spin_multiplicity": 1,
  "lumo_energy_ev": 1.44,
  "charge": -1
}

***

Respective max |F| values: 15.4, 0.5, 2.8 eV/Å.
Respective molar mass values: 462.59, 804.91, 480.58 Da.